1.
Density functional theory data (ωB97M-V/def2-TZVPD) for a structure of composition C38H36N4P2S2Yb in a non-equilibrium geometry.

XYZ file:
```
83
Properties=species:S:1:pos:R:3:forces:R:3:lowdin_spin:R:1
Yb -0.05041 0.12393 -0.12666 -0.681 -0.475 -0.840 0.000
N -3.76915 1.46149 -2.03472 -0.177 0.074 -0.083 0.000
C -3.39287 2.77355 -1.75412 -0.138 -0.120 -0.066 0.000
C -4.04623 3.99032 -1.92297 -0.043 -0.057 -0.035 0.000
C -3.35031 5.11382 -1.53097 -0.006 0.045 0.004 0.000
C -2.05409 5.03064 -0.99294 0.014 0.024 0.001 0.000
C -1.41758 3.81835 -0.83206 0.002 -0.034 0.004 0.000
C -2.11337 2.67394 -1.22192 0.153 -0.077 0.053 0.000
N -1.73531 1.32367 -1.18435 -0.238 0.551 -0.050 0.000
C -2.75908 0.65172 -1.68268 -0.003 -0.030 -0.063 0.000
C -2.71819 -0.80113 -1.84824 0.063 0.238 0.175 0.000
C -3.56628 -1.58431 -2.55677 -0.083 0.008 -0.211 0.000
S -3.00693 -3.18984 -2.55364 -0.140 -0.204 0.088 0.000
C -1.71009 -2.73652 -1.56257 0.100 -0.177 -0.102 0.000
N -1.65397 -1.46781 -1.26475 -0.020 0.299 -0.103 0.000
H -4.64973 1.17591 -2.43234 -0.001 -0.005 -0.006 0.000
H -5.04026 4.05835 -2.34643 0.041 -0.004 0.022 0.000
H -3.80930 6.08683 -1.64785 0.017 -0.033 0.008 0.000
H -1.54586 5.94436 -0.71274 -0.015 -0.041 -0.008 0.000
H -0.41100 3.76096 -0.43675 0.033 0.021 0.014 0.000
H -4.44861 -1.29658 -3.10877 0.052 -0.044 0.010 0.000
H -0.98160 -3.45679 -1.22154 -0.009 0.014 -0.023 0.000
C 2.45273 -3.56965 7.08763 -0.014 -0.036 -0.026 0.087
S 1.93732 -1.88129 7.15032 -0.167 0.117 0.148 0.717
C 2.81865 -1.09660 5.81787 0.001 -0.105 -0.004 0.069
C 1.94666 -1.01532 4.54038 0.102 0.091 -0.066 0.047
C 2.77476 -0.27555 3.47697 -0.112 -0.023 -0.017 0.008
N 2.08484 -0.07773 2.19503 0.192 0.001 0.203 0.009
P 2.00719 -1.32267 1.00058 0.274 -0.007 0.376 0.001
C 3.45575 -2.35619 1.24087 -0.032 -0.008 0.004 0.000
C 3.51706 -3.42303 2.14053 0.024 -0.056 0.069 0.000
C 4.69908 -4.13264 2.29235 -0.041 0.013 -0.005 0.000
C 5.82546 -3.77676 1.55665 -0.013 0.000 0.002 0.000
C 5.76943 -2.71883 0.66009 0.005 0.003 -0.001 0.000
C 4.58465 -2.01480 0.49564 0.078 -0.003 -0.034 0.000
C 0.53526 -2.31020 1.50404 0.172 0.056 0.089 0.001
C 0.39249 -3.65812 1.16673 -0.007 -0.041 -0.060 0.000
C -0.79344 -4.32655 1.44355 0.009 -0.017 -0.018 0.000
C -1.86390 -3.65702 2.02734 -0.033 -0.021 0.012 0.000
C -1.74310 -2.31252 2.34489 -0.083 0.043 -0.095 0.000
C -0.55451 -1.64090 2.07688 0.119 -0.212 0.282 0.000
P 1.53501 1.49819 1.71672 0.312 -0.010 0.395 0.001
C 2.93306 2.58832 2.03029 0.032 -0.016 -0.056 0.000
C 2.75104 3.89391 2.48292 0.016 0.071 -0.023 0.000
C 3.84540 4.74093 2.60593 -0.054 -0.015 0.003 0.000
C 5.11564 4.28950 2.27967 0.033 -0.002 0.002 0.000
C 5.29952 2.99021 1.81991 -0.007 -0.005 -0.006 0.000
C 4.21113 2.14359 1.68710 0.070 0.002 0.000 0.000
C 0.26196 1.96158 2.92810 -0.021 0.036 0.014 0.000
C 0.52609 2.24962 4.26864 -0.010 0.040 0.086 0.000
C -0.51115 2.54187 5.14176 -0.001 0.000 -0.012 0.000
C -1.82716 2.55458 4.68678 0.009 0.011 0.024 0.000
C -2.10529 2.28926 3.35395 -0.017 0.026 0.026 0.000
C -1.06285 2.00226 2.48277 0.071 -0.023 0.157 0.000
H 1.97150 -4.09713 7.90998 0.036 0.008 -0.035 -0.001
H 3.54233 -3.60636 7.17391 -0.032 -0.066 -0.016 0.020
H 2.13546 -3.98893 6.12627 0.081 -0.023 0.041 0.026
H 3.74616 -1.64807 5.65392 -0.008 0.048 -0.080 0.003
H 3.04977 -0.09486 6.19036 -0.002 0.001 -0.063 0.009
H 1.02464 -0.46758 4.74304 -0.005 0.001 0.024 0.001
H 1.67470 -2.01392 4.19106 0.049 -0.007 0.027 0.000
H 3.70720 -0.81821 3.30271 0.006 -0.035 -0.012 0.000
H 3.05723 0.70792 3.85557 0.019 0.019 0.030 0.000
H 2.63583 -3.72010 2.70075 0.054 0.028 -0.025 0.000
H 4.74272 -4.97606 2.97066 -0.001 0.032 -0.023 0.000
H 6.74437 -4.33769 1.67202 -0.030 0.018 -0.001 0.000
H 6.64194 -2.45397 0.07700 -0.030 -0.006 0.013 0.000
H 4.53604 -1.20547 -0.22487 0.005 -0.011 0.009 0.000
H 1.21425 -4.19470 0.70438 -0.032 0.014 0.018 0.000
H -0.88138 -5.37998 1.20447 0.003 0.035 0.011 0.000
H -2.78378 -4.18634 2.24448 0.049 0.018 -0.013 0.000
H -2.56774 -1.78563 2.81069 0.036 -0.020 -0.002 0.000
H -0.43981 -0.62261 2.44226 -0.022 0.079 0.003 0.000
H 1.76230 4.26083 2.73034 0.009 -0.010 0.015 0.000
H 3.70311 5.75519 2.95588 0.000 -0.029 -0.007 0.000
H 5.96610 4.95212 2.37909 -0.030 -0.023 -0.008 0.000
H 6.29059 2.64319 1.55731 -0.024 0.008 0.009 0.000
H 4.35786 1.13277 1.31932 0.012 0.027 0.009 0.000
H 1.55046 2.29175 4.62473 -0.029 -0.008 -0.025 0.000
H -0.29572 2.78825 6.17469 -0.016 -0.012 -0.044 0.000
H -2.63298 2.80015 5.36746 0.040 -0.018 -0.017 0.000
H -3.12495 2.33544 2.99097 0.052 -0.006 0.006 0.000
H -1.30722 1.85606 1.43420 -0.018 0.056 -0.102 0.000
```
Positions in Å, forces in eV/Å.

Its spin multiplicity is 2. Its charge is +3. As for the HOMO energy (spin up / spin down): -15.316 / -15.315 eV. The calculation puts the LUMO energy (spin up / spin down) at -7.02 / -11.57 eV.


2.
Density functional theory data (ωB97M-V/def2-TZVPD) for a structure of composition C38H36N7OP2Se2Zr.

XYZ file:
```
87
Properties=species:S:1:pos:R:3:forces:R:3:lowdin_charge:R:1
Zr 0.22098 0.68205 0.47988 -0.458 -0.866 -0.002 1.645
O 1.39699 -1.35379 0.41321 0.409 0.478 0.052 -0.184
C 2.81597 -1.24522 0.82773 -0.116 -0.177 -0.014 -0.160
C 3.60584 -0.61681 -0.28821 0.047 0.111 -0.101 -0.125
C 2.89319 0.63274 -0.85355 -0.171 -0.625 -0.095 -0.137
C 1.91127 0.22939 -1.94657 -0.163 0.080 0.181 -0.295
C 2.38517 -0.13872 -3.18452 0.091 0.048 -0.222 0.026
C 1.50236 -0.63788 -4.13267 0.042 -0.026 -0.084 0.032
C 0.15537 -0.75093 -3.81859 0.017 -0.051 -0.169 0.008
C -0.26585 -0.34258 -2.57767 0.161 0.222 0.192 -0.087
N 0.59278 0.14497 -1.65345 -0.135 -0.134 -0.343 -0.092
H 1.09073 -2.26859 0.48503 -0.178 0.121 0.119 0.145
H 3.18003 -2.22996 1.10916 -0.045 -0.059 -0.078 0.151
H 2.83074 -0.62966 1.72187 -0.006 0.052 0.130 0.100
H 3.75700 -1.31522 -1.11121 0.069 -0.047 0.039 0.135
H 4.58849 -0.35719 0.10776 -0.012 0.056 -0.029 0.145
H 3.62324 1.33201 -1.25666 -0.019 0.121 0.021 0.143
H 2.41125 1.18854 -0.01367 0.294 0.147 -0.083 0.075
H 3.44136 -0.04092 -3.40655 -0.032 -0.041 0.000 0.147
H 1.86625 -0.94207 -5.10664 -0.013 0.013 0.027 0.142
H -0.55996 -1.14872 -4.52514 0.021 0.028 -0.003 0.137
H -1.30778 -0.39142 -2.29961 -0.057 -0.025 0.052 0.077
Se -1.99088 -4.33606 3.54530 0.081 -0.027 0.182 0.404
P -1.52232 -2.85126 4.96288 0.098 0.077 -0.260 0.555
C -0.31828 -3.27846 6.21434 0.182 -0.040 0.085 -0.365
C -0.21007 -4.62496 6.55583 0.054 0.015 0.064 -0.085
C 0.65396 -5.00903 7.57360 -0.051 -0.008 -0.051 -0.047
C 1.40438 -4.05676 8.24478 0.006 0.002 0.022 -0.045
C 1.30654 -2.71308 7.89991 -0.032 -0.018 -0.020 -0.056
C 0.44910 -2.32107 6.88743 -0.032 -0.040 -0.012 -0.114
C -2.92859 -2.09130 5.80362 -0.122 0.107 0.212 -0.339
C -4.22470 -2.35960 5.37446 -0.055 -0.037 0.096 -0.113
C -5.30903 -1.81127 6.05256 0.035 -0.049 -0.027 -0.062
C -5.10143 -1.00734 7.16545 0.024 -0.025 0.042 -0.052
C -3.80742 -0.75054 7.61025 -0.028 -0.113 -0.043 -0.073
C -2.72502 -1.29410 6.93686 -0.052 0.058 -0.078 -0.065
C -0.75553 -1.48369 3.98568 0.578 -0.517 0.444 -0.330
C -1.26071 -0.77619 2.93984 0.350 0.544 -0.256 -0.413
N -0.18541 -0.12031 2.37481 -0.491 0.174 0.071 -0.308
N 0.93662 -0.46012 3.05533 -0.509 0.136 -0.061 -0.038
N 0.61666 -1.25930 4.00231 -0.219 -0.134 0.036 0.086
P -2.80048 -0.03896 2.42528 -0.003 -0.063 0.239 0.809
Se -2.34499 0.34594 0.24348 0.599 0.350 0.076 0.567
C -2.91083 1.35657 3.52433 -0.077 -0.075 0.255 -0.323
C -2.10562 2.48060 3.38351 0.004 0.196 0.043 -0.099
C -1.99358 3.40253 4.40586 -0.055 -0.025 0.089 -0.037
C -2.67552 3.18851 5.60058 0.018 0.004 -0.022 -0.016
C -3.45220 2.05199 5.76486 -0.004 0.040 -0.068 -0.023
C -3.56732 1.12086 4.74038 -0.045 0.121 -0.020 -0.061
C -4.26272 -0.98712 2.39869 -0.205 -0.362 -0.271 -0.407
C -4.18283 -2.27940 1.85660 -0.064 0.125 0.057 -0.143
C -5.33855 -3.02138 1.71082 -0.049 0.004 -0.002 -0.039
C -6.56283 -2.47153 2.07795 0.002 -0.050 0.013 -0.012
C -6.64577 -1.17210 2.56869 0.028 0.030 0.008 -0.037
C -5.50010 -0.41261 2.72502 0.006 -0.143 -0.152 -0.066
H -0.79705 -5.36631 6.02833 0.026 -0.005 -0.008 0.077
H 0.74154 -6.05470 7.83689 -0.023 0.020 0.004 0.119
H 2.07062 -4.35886 9.04245 0.003 -0.002 -0.029 0.119
H 1.90284 -1.97464 8.41968 -0.019 -0.009 -0.011 0.115
H 0.39235 -1.27398 6.62009 0.022 0.006 -0.024 0.093
H -4.37624 -3.03010 4.53827 -0.033 -0.010 -0.021 0.067
H -6.31723 -2.03831 5.72930 0.027 -0.009 0.011 0.116
H -5.94783 -0.60899 7.71143 0.012 0.001 -0.032 0.122
H -3.64590 -0.15199 8.49860 0.004 -0.033 -0.022 0.122
H -1.72647 -1.11272 7.30939 -0.007 -0.009 0.020 0.098
H -1.54920 2.65122 2.47885 0.117 -0.033 -0.206 0.049
H -1.37332 4.28005 4.28290 -0.013 0.002 -0.004 0.121
H -2.58394 3.90399 6.40756 -0.026 -0.005 -0.021 0.128
H -3.96893 1.87194 6.69840 0.022 0.025 -0.053 0.116
H -4.14349 0.21965 4.91399 0.006 0.061 -0.058 0.080
H -3.22630 -2.70912 1.58622 -0.032 0.033 0.015 0.051
H -5.28817 -4.02570 1.31146 -0.003 0.011 0.037 0.128
H -7.46530 -3.06059 1.97066 0.017 0.032 -0.018 0.129
H -7.60775 -0.74671 2.82043 0.003 -0.009 0.006 0.126
H -5.57828 0.60707 3.07121 0.039 0.042 0.073 0.117
N 1.40509 4.87456 -2.96363 -0.172 -0.042 0.111 0.188
C 0.58258 4.43254 -1.99812 0.133 0.282 -0.254 -0.332
C 0.88407 3.30552 -1.21823 0.170 -0.152 0.319 -0.055
N 0.05973 2.87075 -0.25304 0.025 0.079 -0.059 -0.104
C -1.07030 3.57724 -0.04504 0.144 0.004 -0.002 -0.147
C -1.35411 4.67914 -0.83434 0.019 0.206 -0.181 -0.051
N -0.56353 5.09530 -1.80649 -0.138 -0.044 0.170 0.183
H 2.32742 4.50599 -3.10708 0.014 -0.008 0.007 0.120
H 1.14295 5.70884 -3.46598 0.005 0.015 0.007 0.136
H 1.81681 2.78687 -1.36639 0.003 -0.033 -0.062 0.093
H -1.75106 3.26883 0.72307 -0.095 -0.106 0.029 0.056
H -2.27123 5.23302 -0.66849 0.029 0.007 -0.027 0.139
```
Positions in Å, forces in eV/Å.

Its spin multiplicity is 1. Its charge is +3. As for the energy above the lowest of the compared OMol25 structures with the same formula, charge and spin: 159.3 kJ/mol. As for the HOMO energy: -14.468 eV. The calculation puts the LUMO energy at -10.11 eV.